Molecular formula: C68H55NO13
Method: DFT, ωB97M-V/def2-TZVPD

Each line ends with the Löwdin charge.
Atoms and positions in Å:
O  -0.57463  -8.36228  -5.25653  0.090
C  -1.36574  -7.49327  -5.60178  -0.283
C  -2.71908  -7.85635  -6.06945  -0.086
C  -3.10508  -9.20279  -6.09748  0.003
C  -4.39530  -9.55064  -6.50001  -0.063
C  -5.30188  -8.55878  -6.87328  -0.062
C  -4.91359  -7.21811  -6.86288  0.004
C  -3.61761  -6.86669  -6.46612  -0.086
C  -3.21009  -5.44761  -6.47537  -0.280
O  -3.98149  -4.58354  -6.87600  0.093
C  -1.86468  -5.08285  -5.98941  -0.090
C  -1.48079  -3.73559  -5.95995  0.018
C  -0.22354  -3.37822  -5.47062  -0.072
C  0.65148  -4.36164  -5.01006  -0.052
C  0.27635  -5.70619  -5.05200  0.006
C  -0.98294  -6.06826  -5.54793  -0.094
H  -2.40458  -9.98200  -5.80220  0.120
H  -4.69494  -10.59623  -6.51690  0.106
H  -6.31146  -8.82895  -7.17485  0.106
H  -5.62507  -6.44961  -7.16055  0.121
H  -2.16049  -2.96192  -6.31325  0.122
H  0.07120  -2.33138  -5.44480  0.087
H  1.62774  -4.08230  -4.61973  0.109
H  0.96669  -6.46807  -4.69343  0.119
O  -3.73389  3.47816  4.05500  0.094
C  -4.32156  4.42646  4.56057  -0.279
C  -3.83921  5.01757  5.82548  -0.086
C  -2.68962  4.50179  6.43797  0.007
C  -2.20491  5.08052  7.61177  -0.057
C  -2.86312  6.17327  8.17538  -0.057
C  -4.01863  6.67744  7.57631  0.007
C  -4.51118  6.09448  6.40242  -0.087
C  -5.74410  6.62308  5.78563  -0.277
O  -6.36475  7.53359  6.32225  0.098
C  -6.21512  6.04551  4.51131  -0.085
C  -7.36384  6.56381  3.89881  0.008
C  -7.79753  6.04686  2.67713  -0.053
C  -7.08767  5.01443  2.06471  -0.062
C  -5.95078  4.48671  2.68059  0.005
C  -5.51637  4.99993  3.90970  -0.083
H  -2.16746  3.65256  6.00073  0.122
H  -1.30958  4.68175  8.08367  0.108
H  -2.47810  6.63230  9.08325  0.108
H  -4.53015  7.52749  8.02482  0.122
H  -7.92033  7.37315  4.36858  0.122
H  -8.68732  6.45324  2.20115  0.109
H  -7.42021  4.61795  1.10779  0.087
H  -5.40408  3.67853  2.19729  0.111
O  1.43636  -1.29212  2.63267  0.086
C  2.60923  -1.54576  2.87815  -0.279
C  2.96007  -2.49997  3.94981  -0.085
C  1.94233  -3.13356  4.67471  0.007
C  2.26514  -4.06618  5.66147  -0.057
C  3.60045  -4.36945  5.92602  -0.057
C  4.61630  -3.72625  5.21705  0.006
C  4.29560  -2.78504  4.23128  -0.085
C  5.37705  -2.09656  3.49889  -0.271
O  6.55042  -2.30654  3.78403  0.090
C  5.02669  -1.15792  2.41466  -0.078
C  6.04568  -0.52660  1.68911  0.017
C  5.72453  0.33633  0.64027  -0.036
C  4.38924  0.57053  0.31313  -0.046
C  3.37193  -0.04647  1.04436  0.007
C  3.69133  -0.90880  2.10134  -0.086
H  0.89769  -2.90596  4.46987  0.121
H  1.47363  -4.56065  6.22034  0.108
H  3.85168  -5.10567  6.68631  0.108
H  5.65664  -3.96424  5.43259  0.121
H  7.09046  -0.70843  1.93558  0.083
H  6.51709  0.82246  0.07551  0.102
H  4.13905  1.23567  -0.51056  0.111
H  2.33187  0.14424  0.78451  0.112
O  9.23636  0.97779  -0.35937  0.089
C  10.40923  0.72415  -0.11389  -0.272
C  10.76007  -0.23006  0.95778  -0.079
C  9.74233  -0.86365  1.68267  0.015
C  10.06514  -1.79627  2.66944  -0.040
C  11.40045  -2.09953  2.93398  -0.051
C  12.41630  -1.45634  2.22502  0.007
C  12.09560  -0.51513  1.23924  -0.086
C  13.17705  0.17335  0.50685  -0.278
O  14.35042  -0.03663  0.79200  0.097
C  12.82669  1.11199  -0.57738  -0.085
C  13.84568  1.74331  -1.30293  0.007
C  13.52453  2.60624  -2.35177  -0.058
C  12.18924  2.84045  -2.67890  -0.058
C  11.17193  2.22344  -1.94768  0.006
C  11.49133  1.36111  -0.89070  -0.085
H  8.69769  -0.63605  1.47784  0.081
H  9.27363  -2.29073  3.22831  0.101
H  11.65168  -2.83576  3.69427  0.109
H  13.45664  -1.69433  2.44055  0.122
H  14.89046  1.56148  -1.05645  0.122
H  14.31709  3.09237  -2.91653  0.108
H  11.93905  3.50558  -3.50260  0.108
H  10.13187  2.41415  -2.20753  0.121
C  -0.38359  -1.99975  -1.30386  -0.019
C  0.15763  -1.07870  -2.55540  -0.226
O  0.48155  -1.74110  -3.69554  -0.071
O  0.25679  0.41609  -2.51067  -0.084
C  -0.79842  0.85225  -1.58341  -0.226
C  -1.13881  2.48587  -1.69086  -0.155
C  -2.65074  2.64277  -1.00761  -0.211
C  -3.08324  4.19631  -0.71448  -0.165
C  -4.47051  4.46598  -1.60570  -0.212
N  -5.67308  3.86376  -0.92862  0.044
C  -6.34899  2.77776  -1.72062  -0.308
O  -5.84304  2.04881  -2.71423  -0.011
O  -7.74751  2.42576  -1.30325  -0.116
C  -7.62074  1.14311  -0.53838  -0.184
C  -8.53048  -0.03905  -1.27971  -0.157
C  -10.09819  0.15244  -0.87350  -0.184
C  -11.09888  0.67110  -2.05088  -0.250
O  -10.51287  0.80373  -3.38926  -0.138
H  -0.04288  -3.11984  -1.33534  0.108
H  -0.01016  -1.49527  -0.29866  0.085
H  -1.56882  -1.86975  -1.29290  0.109
H  -1.81391  0.31919  -1.90968  0.142
H  -0.52509  0.66153  -0.45226  0.134
H  -0.33667  3.15586  -1.16351  0.116
H  -1.20970  2.72952  -2.85373  0.130
H  -3.40343  2.18646  -1.80779  0.107
H  -2.68393  1.94939  -0.06522  0.117
H  -2.26041  4.99580  -0.94676  0.115
H  -3.41577  4.24889  0.43080  0.111
H  -4.27974  4.12895  -2.70809  0.131
H  -4.62510  5.64761  -1.65103  0.131
H  -6.38732  4.63304  -0.82411  0.122
H  -6.48814  0.77091  -0.48096  0.137
H  -7.94238  1.28203  0.60292  0.135
H  -8.30177  -0.15986  -2.41870  0.125
H  -8.17098  -1.05647  -0.76860  0.120
H  -10.48156  -0.86326  -0.40506  0.114
H  -10.14342  0.96804  -0.00355  0.114
H  -12.00581  -0.10286  -2.10895  0.124
H  -11.57864  1.69131  -1.71649  0.121
H  -10.66312  1.72046  -3.77734  0.112

Summary:
SMILES string: O=C1c2ccccc2C(=O)c2ccccc21.O=C1c2ccccc2C(=O)c2ccccc21.O=C1c2ccccc2C(=O)c2ccccc21.O=C1c2ccccc2C(=O)c2ccccc21.CC(=O)OCCCCCNC(=O)OCCCCO
Highest occupied orbital energy (eV): -9.18
Net charge: 0
Kohn-Sham gap (eV): 7.94
2S+1: 1

---

Molecular formula: C68H71GeHgN8OP2S
Method: DFT, ωB97M-V/def2-TZVPD

Each line ends with the Löwdin spin population.
Atoms and positions in Å:
Hg  -0.08949  -0.20899  -0.24490  0.004
N  -2.97605  -10.09844  1.66000  0.000
C  -2.58280  -9.02137  1.52080  0.000
C  -2.13204  -7.71035  1.35088  0.000
C  -3.01832  -6.63655  1.54372  0.000
C  -2.58665  -5.34779  1.37260  0.000
C  -1.26640  -5.04680  0.98539  0.000
C  -0.40025  -6.13208  0.77475  0.000
C  -0.80996  -7.42870  0.97060  0.000
C  -0.91837  -3.66012  0.68270  0.000
C  -0.42318  -3.41727  -0.64819  0.000
C  -0.35418  -4.36929  -1.68297  0.000
C  0.24456  -3.74495  -2.77273  0.000
C  0.50355  -2.44588  -2.36761  0.000
N  0.09355  -2.23054  -1.10381  0.001
C  -1.20659  -2.68079  1.64023  0.000
C  -0.93203  -1.86033  3.96461  0.000
C  -1.83016  -0.73633  3.59056  0.000
C  -1.92583  -0.55885  2.26797  0.000
N  -1.38308  -1.39462  1.31877  0.001
H  -4.04678  -6.84491  1.81194  0.000
H  -3.28568  -4.53389  1.50340  0.000
H  0.61791  -5.93303  0.47120  0.000
H  -0.12004  -8.25278  0.83232  0.000
H  -0.71126  -5.38391  -1.64288  0.000
H  0.46172  -4.17708  -3.73749  0.000
H  0.97666  -1.65320  -2.92319  0.000
H  -1.02233  -2.14020  5.02304  0.000
H  -2.32367  -0.10857  4.31427  0.000
H  -2.48219  0.26696  1.86477  0.000
C  2.33346  2.33470  -3.15579  0.071
C  1.57840  3.49541  -3.37313  0.004
C  0.33692  3.60396  -2.81478  0.051
C  -0.20426  2.55262  -2.02330  0.021
N  0.55643  1.43019  -1.83642  0.066
C  1.76026  1.35390  -2.37433  -0.003
C  -1.47741  2.57851  -1.38640  0.226
C  -2.25202  3.79137  -1.34609  0.001
C  -3.43653  4.05522  -0.76671  0.133
C  -3.34696  2.10389  0.81304  0.016
C  -2.86724  1.11045  -0.19070  0.085
N  -1.98971  1.33287  -1.09328  0.051
H  3.32321  2.21158  -3.57215  0.004
H  1.98180  4.29592  -3.98347  -0.001
H  -0.24824  4.49294  -3.00059  0.003
H  2.30863  0.44202  -2.15773  -0.001
H  -1.79152  4.63675  -1.84625  -0.003
H  -3.82759  5.06442  -0.83755  0.006
H  -4.01016  1.60900  1.53863  0.004
H  -3.31610  0.12086  -0.19738  0.002
C  -1.27081  5.32061  5.87210  0.000
S  -1.05106  3.66863  6.59269  0.000
C  0.62064  3.26816  5.98358  0.000
C  0.71148  3.05276  4.48311  0.000
C  -0.13286  1.86795  4.00075  0.000
N  0.24014  1.40401  2.67127  -0.004
P  1.07367  -0.08318  2.73467  0.000
C  2.49050  0.48481  3.79143  0.000
C  3.51598  1.23054  3.22825  0.000
C  4.58669  1.66579  3.98645  0.000
C  4.66586  1.33010  5.32679  0.000
C  3.65413  0.57614  5.89997  0.000
C  2.56791  0.17681  5.14517  0.000
C  0.48038  -1.46150  3.68153  0.000
C  1.53209  -2.38143  3.79505  0.000
C  1.48276  -3.72474  4.07138  0.000
C  0.35232  -4.57873  4.07211  0.000
C  -0.90056  -4.35249  3.61534  0.000
C  -1.43503  -3.06620  3.10154  0.000
P  -0.52306  2.12740  1.20823  -0.004
C  0.43272  3.69532  1.17457  -0.002
C  1.80168  3.69004  1.41372  0.000
C  2.56740  4.82885  1.25369  0.000
C  1.98123  6.00206  0.80700  0.000
C  0.62201  6.01787  0.54309  0.000
C  -0.14293  4.88108  0.72004  -0.001
C  -2.17216  2.74223  1.52517  0.058
C  -4.26915  3.11630  0.04546  0.033
C  -5.20023  3.81431  0.98080  0.059
C  -4.82624  4.37886  2.14767  0.005
C  -3.53815  4.46688  2.72797  0.083
C  -2.37443  3.79982  2.40513  0.000
H  -2.25375  5.66259  6.17810  0.000
H  -1.23055  5.25854  4.78964  0.000
H  -0.50360  5.99248  6.25082  0.000
H  0.89529  2.35597  6.51546  0.000
H  1.28183  4.07766  6.30480  0.000
H  1.76124  2.87241  4.24827  0.000
H  0.41792  3.95558  3.94598  0.000
H  -1.19190  2.15494  3.99368  0.000
H  -0.01877  1.03638  4.71331  0.000
H  3.48670  1.44422  2.17203  0.000
H  5.36955  2.25204  3.52475  0.000
H  5.51455  1.64223  5.92121  0.000
H  3.71746  0.28800  6.94059  0.000
H  1.78161  -0.42062  5.58740  0.000
H  2.53011  -1.95549  3.69299  0.000
H  2.43134  -4.21018  4.29049  0.000
H  0.55223  -5.58369  4.44244  0.000
H  -1.62995  -5.14001  3.76626  0.000
H  -2.53188  -3.08071  3.23205  0.000
H  2.25870  2.77394  1.74854  0.000
H  3.62855  4.79694  1.46973  0.000
H  2.57498  6.89523  0.66463  0.000
H  0.14912  6.92422  0.18709  0.000
H  -1.19958  4.91647  0.50894  0.000
H  -4.87683  2.50143  -0.64012  0.016
H  -6.25262  3.82390  0.71337  0.002
H  -5.60263  4.89058  2.71547  -0.001
H  -3.46409  5.18591  3.53814  0.005
H  -1.48700  4.15198  2.92283  -0.002
C  4.72142  0.71322  -0.10143  0.000
Ge  3.64000  -0.78657  0.72729  0.000
C  4.81364  -1.57410  2.17888  0.000
C  3.71772  -2.22153  -0.65023  0.000
C  1.70039  -0.58742  1.16120  0.003
H  5.76908  0.41582  -0.08113  0.000
H  4.63688  1.67772  0.38896  0.000
H  4.42741  0.85000  -1.13785  0.000
H  5.83269  -1.65552  1.80771  0.000
H  4.46152  -2.57418  2.41617  0.000
H  4.83518  -1.00488  3.10223  0.000
H  4.73722  -2.57742  -0.77895  0.000
H  3.35205  -1.87777  -1.61144  0.000
H  3.09818  -3.06151  -0.35650  0.000
H  1.44671  -1.66110  1.22401  0.000
C  1.16638  1.21048  -8.07602  0.000
C  0.90294  -0.29309  -8.09450  0.000
N  0.31206  -0.75825  -6.85462  0.000
C  1.16408  -1.49762  -5.94937  0.000
C  2.27320  -0.64206  -5.34710  0.001
C  -1.02625  -0.60190  -6.70678  0.000
O  -1.71671  -0.14411  -7.60598  0.000
C  -1.61709  -1.02014  -5.40365  0.000
C  -2.62415  -1.98117  -5.37603  0.000
C  -3.17611  -2.33332  -4.15771  0.000
C  -2.70182  -1.71096  -3.00999  0.000
N  -1.77582  -0.77081  -3.03387  0.002
C  -1.26067  -0.42291  -4.19354  0.000
H  1.62269  1.52046  -9.01386  0.000
H  1.82327  1.48060  -7.25425  0.000
H  0.22535  1.73871  -7.95163  0.000
H  1.82963  -0.84608  -8.26307  0.000
H  0.20142  -0.51652  -8.90551  0.000
H  1.61051  -2.33498  -6.50401  0.000
H  0.55233  -1.91488  -5.15016  0.000
H  2.96661  -0.29981  -6.11256  0.000
H  2.82882  -1.22511  -4.61772  0.000
H  1.85341  0.22307  -4.84103  0.001
H  -2.94649  -2.44043  -6.30071  0.000
H  -3.95404  -3.08067  -4.09574  0.000
H  -3.07376  -1.97911  -2.03036  0.000
H  -0.52742  0.37152  -4.16146  0.000

Summary:
Highest occupied orbital energy (spin up / spin down) (eV): -0.57 / -0.57
Net charge: -2
Kohn-Sham gap (spin up / spin down) (eV): 4.23 / 3.09
2S+1: 2